C5H8N2 in the gas phase at a distorted geometry. Source: OMol25; level of theory: the ωB97M-V functional and the def2-TZVPD basis.

Values from the calculation:
Gap between HOMO and LUMO ... 8.4547 eV
LUMO ... 0.95 eV
SMILES ... Cn1cccc1N
Relative energy (zero: lowest compared OMol25 entry of this formula, charge and spin) ... 22.7 kcal/mol

Last column: natural (NBO) charge in e.
CARTESIAN COORDINATES (ANGSTROEM)
N 1.005 1.124 -1.282  -0.8207
N -0.011 -0.010 0.597  -0.3400
C 0.582 0.869 1.573  -0.4080
C -0.939 -1.005 0.828  -0.0766
C 0.232 0.079 -0.752  0.2854
C -0.488 -0.891 -1.377  -0.3482
C -1.319 -1.497 -0.416  -0.3131
H 1.972 1.020 -1.009  0.3644
H -0.623 -1.101 -2.425  0.2131
H 0.668 1.866 1.129  0.2251
H -2.290 -1.732 -0.782  0.2233
H -1.226 -1.215 1.861  0.2083
H -0.067 0.927 2.450  0.2123
H 0.950 1.086 -2.294  0.3807
H 1.573 0.520 1.878  0.1939